15
Properties=species:S:1:pos:R:3:lowdin_charge:R:1 method="wB97M-V/def2-TZVPD" e_lumo_ev=0.6 energy_ha=-797.6352 e_above_lowest_kcal_mol=66.2 e_homo_ha=-0.30487 charge=0
N 0.00704 2.34091 0.10945 -0.03
N -0.98391 1.35107 0.14731 0.02
C -0.55139 0.14617 -0.08495 -0.39
C 0.82147 -0.36103 -0.34041 -0.15
C 1.89198 0.01318 0.32046 -0.58
Cl 3.52702 -0.47210 -0.03010 0.60
N -1.50982 -0.82956 -0.37854 -0.10
N -1.55274 -2.02412 0.33772 0.00
H -0.39678 3.25111 -0.17513 0.09
H 0.70955 2.16589 -0.58323 0.05
H 0.88437 -1.11400 -1.18579 0.13
H 1.75782 0.69960 1.16974 0.08
H -2.41369 -0.39244 -0.38877 0.11
H -1.09208 -1.96554 1.22909 0.07
H -1.09883 -2.80913 -0.14684 0.08

---

13
Properties=species:S:1:pos:R:3:lowdin_charge:R:1 method="wB97M-V/def2-TZVPD" e_lumo_ev=0.5 energy_ha=-974.6759 e_above_lowest_kcal_mol=66.3 e_homo_ha=-0.31403 charge=0
C 1.55590 1.61058 0.23641 -0.08
C -1.54705 -0.26044 1.19015 -0.30
C 1.56082 0.47227 -0.42636 -0.65
N -1.12809 -0.66032 -1.57382 -0.29
P -1.29819 -1.21622 -0.14618 0.62
Cl 1.60262 -1.13368 0.27191 0.58
H 1.14529 1.65228 1.29075 0.08
H 1.61126 2.50519 -0.31839 0.04
H -1.94193 -0.75331 2.03057 -0.04
H -1.90283 0.78469 1.07529 0.02
H 1.58549 0.65122 -1.51882 0.08
H -0.49224 -1.19513 -2.16481 -0.02
H -0.75103 -2.45714 0.05329 -0.04

---

12
Properties=species:S:1:pos:R:3:lowdin_charge:R:1 method="wB97M-V/def2-TZVPD" e_lumo_ev=0.9 energy_ha=-653.9110 e_above_lowest_kcal_mol=4.8 smiles=C[C@@H](O)CCl e_homo_ha=-0.39160 charge=0
C -0.30320 1.26298 -0.10978 -0.05
C -0.20417 -0.20847 0.38426 -0.49
O -1.37683 -0.94833 -0.08667 -0.05
C 0.89516 -0.86204 -0.27013 -0.64
Cl 2.44540 -0.18326 0.08184 0.64
H 0.66822 1.60920 -0.44920 0.04
H -1.17287 1.26772 -0.81462 0.10
H -0.51868 2.01955 0.59491 0.05
H -0.08495 -0.32734 1.44702 0.13
H -2.01942 -1.02572 0.62325 0.09
H 0.85789 -1.96031 -0.11621 0.11
H 0.81344 -0.64399 -1.28467 0.06

---

13
Properties=species:S:1:pos:R:3:lowdin_charge:R:1 method="wB97M-V/def2-TZVPD" e_lumo_ev="0.7 / -2.7" energy_ha=-728.9749 e_above_lowest_kcal_mol=20.2 e_homo_ha="-0.26494 / -0.38348" charge=0 s_squared=2.009 spin_multiplicity=3
C 0.34161 1.08489 0.64829 -0.01
C -0.32312 -1.14583 -0.09128 -0.03
C -0.80991 0.31751 -0.11143 -0.74
O -1.02346 0.76098 -1.40190 -0.01
O -1.92592 0.51742 0.73025 -0.43
Cl -3.39872 -0.11955 0.03184 0.61
H -0.02760 1.59475 1.46455 0.04
H 0.86823 1.85653 0.01840 0.10
H 1.11235 0.39337 1.08095 0.09
H -0.81077 -1.54891 -1.01985 0.10
H -0.51663 -1.73900 0.75792 0.07
H 0.72248 -1.24050 -0.32249 0.08
H -0.42732 0.56907 -2.13437 0.12

---

13
Properties=species:S:1:pos:R:3:lowdin_charge:R:1 method="wB97M-V/def2-TZVPD" e_lumo_ev="-2.3 / -2.3" energy_ha=-1052.0381 e_above_lowest_kcal_mol=54.5 e_homo_ha="-0.36200 / -0.36213" charge=0
C -1.23573 -0.87529 0.25853 -0.12
C -0.10536 1.15829 -0.57136 -0.16
C 0.05168 -0.08490 0.36463 -0.61
O 1.90288 -2.08818 0.20363 -0.43
S 1.42455 -0.96867 -0.46225 0.94
Cl 3.22681 1.09745 0.21802 -0.19
H -1.53000 -1.60243 1.04729 0.10
H -2.06266 -0.16741 0.34658 0.08
H -1.29841 -1.23799 -0.77281 0.08
H 0.62435 1.94435 -0.30879 0.04
H -1.01014 1.58252 -0.06837 0.09
H -0.25245 0.96904 -1.61167 0.07
H 0.26448 0.27323 1.35657 0.11

---

12
Properties=species:S:1:pos:R:3:lowdin_charge:R:1 method="wB97M-V/def2-TZVPD" e_lumo_ev=0.8 energy_ha=-976.8425 e_above_lowest_kcal_mol=19.8 smiles=SCCCCl e_homo_ha=-0.34148 charge=0
S -2.02412 -0.89834 -0.22880 0.67
C -0.85086 0.46714 -0.62472 -0.57
C 0.40214 0.59952 0.14578 -0.38
C 1.23411 -0.61057 0.14715 -0.68
Cl 2.92865 -0.60327 -0.32199 0.56
H -2.32708 -0.68620 1.11286 -0.12
H -1.50134 1.35852 -0.42520 0.08
H -0.73458 0.27876 -1.64309 0.04
H 0.15543 0.80847 1.26498 0.14
H 0.97839 1.50765 0.04803 0.10
H 0.62949 -1.19155 -0.62836 0.07
H 1.10975 -1.03014 1.15336 0.08

---

12
Properties=species:S:1:pos:R:3:lowdin_charge:R:1 method="wB97M-V/def2-TZVPD" e_lumo_ev=0.7 energy_ha=-976.7422 e_above_lowest_kcal_mol=82.7 e_homo_ha=-0.33784 charge=0
C 0.93141 1.57671 -0.47082 -0.18
C 0.75944 0.44489 0.54257 -1.00
C -0.61116 0.26574 1.01968 -0.59
H 1.07657 2.91033 -0.27925 0.17
H 1.81230 1.17044 -1.14726 0.06
H 0.05356 1.37578 -1.22904 0.05
H 1.21143 0.83753 1.33000 0.06
H 0.75357 -1.23602 -1.40934 -0.01
H -1.37432 0.79639 1.76737 0.11
H -0.84350 -0.73968 1.67930 0.10
S 1.31453 -0.97604 -0.06588 0.78
Cl -1.77649 -0.18953 -0.36508 0.45

---

12
Properties=species:S:1:pos:R:3:lowdin_charge:R:1 method="wB97M-V/def2-TZVPD" e_lumo_ev=-0.7 energy_ha=-868.1137 e_above_lowest_kcal_mol=44.9 e_homo_ha=-0.31071 charge=0
C 0.96678 0.07134 -0.32649 -0.07
C -0.24943 -0.39125 -0.11774 -0.24
C -1.34305 0.15797 0.80230 -0.11
Si 4.06501 -1.67540 0.78352 0.18
Cl 3.68295 -3.51330 1.56564 0.04
H 1.58585 -0.32303 -1.19317 0.07
H 1.12559 1.08016 -0.06330 0.04
H -2.27132 -0.34431 0.57368 0.06
H -1.55697 1.24422 0.68017 0.09
H -1.14225 -0.09165 1.80554 0.05
H 3.96293 -1.66602 -0.76853 -0.22
H -0.54379 -1.45336 -0.48128 0.12

---

13
Properties=species:S:1:pos:R:3:lowdin_charge:R:1 method="wB97M-V/def2-TZVPD" e_lumo_ev="0.9 / 1.0" energy_ha=-372.8753 e_above_lowest_kcal_mol=82.7 e_homo_ha="-0.28235 / -0.25026" charge=0
C 0.03778 -1.52517 -0.14763 -0.04
C -1.43966 1.33150 -0.21242 -0.07
C 0.68451 -0.19150 -0.26401 -0.45
N 1.63580 0.21324 0.63709 0.13
F -1.71256 1.29667 1.12986 -0.13
F 1.02312 0.15822 -1.52791 0.03
H -0.33081 -1.67276 0.86075 0.08
H 0.75279 -2.31634 -0.39328 0.09
H -0.79346 -1.59262 -0.84538 0.08
H -2.20529 0.82933 -0.77945 0.04
H -1.12530 2.31964 -0.51056 0.04
H 1.42892 0.03309 1.60359 0.10
H 2.04416 1.11670 0.44934 0.10

---

13
Properties=species:S:1:pos:R:3:lowdin_charge:R:1 method="wB97M-V/def2-TZVPD" e_lumo_ev="0.1 / -0.9" energy_ha=-659.4312 e_above_lowest_kcal_mol=95.1 e_homo_ha="-0.31481 / -0.32399" charge=0
C 1.80500 1.36928 -0.08108 -0.04
C 1.24857 -0.11197 -0.21238 -0.14
C -0.20563 -0.13106 -0.02178 -0.26
F -0.70031 0.53942 1.08037 -0.01
F -1.02376 0.11729 -1.13270 -0.01
P -3.80144 1.02902 0.19384 0.56
H 2.80146 1.42435 0.07670 0.03
H 1.26961 1.83594 0.67246 0.05
H 1.59220 1.93424 -0.95841 0.07
H 1.76960 -0.73652 0.49454 0.11
H 1.25014 -0.53032 -1.20173 0.11
H -3.91968 1.40692 1.62340 -0.21
H -2.59544 0.31109 0.47150 -0.27

---

14
Properties=species:S:1:pos:R:3:lowdin_charge:R:1 method="wB97M-V/def2-TZVPD" e_lumo_ev="-13.8 / -12.5" energy_ha=-1133.7108 e_above_lowest_kcal_mol=26.0 e_homo_ha="-0.71363 / -0.73768" charge=+2 s_squared=20.275 spin_multiplicity=9
O 0.76668 0.97573 0.50402 -0.27
Gd 3.03538 0.45976 0.38970 2.15
F 4.93477 -0.12676 0.01041 -0.52
C -0.15709 -1.55016 -1.01005 0.04
O -0.29051 -0.78865 0.17988 0.04
C -0.50951 0.61407 0.03360 -0.46
C -1.44995 1.13681 1.06976 0.05
H 0.23174 -2.53222 -0.73034 0.13
H -1.15944 -1.63684 -1.45854 0.16
H 0.50575 -1.05058 -1.72946 0.13
H -0.98957 1.31285 2.05063 0.12
H -0.75147 0.86356 -1.00906 0.18
H -1.94180 1.94211 0.44623 0.14
H -2.22497 0.38031 1.25323 0.12

---

15
Properties=species:S:1:pos:R:3:lowdin_charge:R:1 method="wB97M-V/def2-TZVPD" e_lumo_ev=0.4 energy_ha=-801.1752 e_above_lowest_kcal_mol=80.8 smiles="CN/N=C/[C@@H](O)SF" e_homo_ha=-0.30795 charge=0
C 0.08974 -0.47381 -2.25216 -0.10
N 0.16440 0.29315 -1.07203 -0.16
N -0.27745 -0.25459 0.07363 0.04
C 0.01231 0.23695 1.23772 -0.16
C -0.53423 -0.36237 2.44053 -0.53
O -0.29970 0.36544 3.58716 -0.06
S -2.49908 -0.99820 2.52987 0.84
F -2.43387 -2.60729 3.04652 -0.54
H -0.55314 -1.27298 -1.99255 0.07
H -0.14625 0.18602 -3.12085 0.09
H 1.10432 -0.93939 -2.34910 0.09
H 0.87393 1.05644 -0.90504 0.16
H 0.36408 1.12131 1.55951 0.08
H -0.17264 -1.38542 2.57650 0.09
H -0.62082 0.05242 4.40326 0.07

---

15
Properties=species:S:1:pos:R:3:lowdin_charge:R:1 method="wB97M-V/def2-TZVPD" e_lumo_ev=0.6 energy_ha=-437.2275 e_above_lowest_kcal_mol=117.5 e_homo_ha=-0.30878 charge=0
C -0.78401 -0.57440 -0.24016 -0.32
C 0.30447 -0.06948 -0.83545 -0.17
C 0.94331 1.05081 -0.16391 -0.53
H -0.53728 -2.25960 -1.46073 0.01
H -1.55487 -2.45466 -0.05924 0.10
H -1.67140 0.32306 1.67761 0.18
H -2.48820 -0.87132 0.96964 0.08
H 2.48944 2.17480 0.77898 0.14
H 3.00280 0.51265 0.65369 0.20
H -0.81561 2.02368 0.03382 0.11
N -1.05273 -1.91171 -0.77573 0.11
N -1.53624 -0.55013 0.93514 0.07
N 2.34603 1.41885 -0.13351 -0.01
N 0.25112 1.96925 0.42655 0.04
F 1.10317 -0.78179 -1.80669 -0.01

---

13
Properties=species:S:1:pos:R:3:lowdin_charge:R:1 method="wB97M-V/def2-TZVPD" e_lumo_ev="-3.8 / -8.8" energy_ha=-347.8827 e_above_lowest_kcal_mol=22.6 e_homo_ha="-0.39349 / -0.65741" charge=+1 s_squared=2.005 spin_multiplicity=3
C 1.54683 -0.06084 0.01129 -0.53
C -0.61881 1.19903 0.47654 -0.01
C 0.06965 0.19554 -0.41963 -0.17
N -0.64868 -1.22498 -0.22770 0.25
O 1.85418 -1.11450 0.45322 0.31
F 2.29073 0.94599 -0.27938 0.19
H -0.67511 0.88507 1.55111 0.13
H -1.62614 1.34778 0.06786 0.11
H 0.08691 1.98742 0.23828 0.10
H -0.01972 0.49410 -1.40946 0.13
H -1.40992 -0.98783 0.36016 0.13
H 0.05906 -1.96393 0.21410 0.22
H -0.90897 -1.70286 -1.03640 0.14

---

12
Properties=species:S:1:pos:R:3:lowdin_charge:R:1 method="wB97M-V/def2-TZVPD" e_lumo_ev=0.1 energy_ha=-616.4701 e_above_lowest_kcal_mol=45.6 smiles="C=CC.FS" e_homo_ha=-0.35891 charge=0
C 1.21093 1.11355 -0.57760 -0.02
C 1.56230 0.21790 0.30062 -0.26
C 0.84499 -1.09466 0.37546 -0.12
H 1.87975 1.91181 -0.70725 0.04
H 0.31600 0.93053 -1.22952 0.08
H 2.42499 0.25270 0.90470 0.08
H 1.16578 -1.80664 -0.38208 0.08
H 1.03222 -1.48928 1.37867 0.06
H -0.26088 -0.84836 0.48266 0.06
F -4.60702 0.20581 0.03676 -0.56
S -3.04029 0.62759 0.24689 0.72
H -2.52878 -0.02094 -0.82931 -0.15

---

14
Properties=species:S:1:pos:R:3:lowdin_charge:R:1 method="wB97M-V/def2-TZVPD" e_lumo_ev=-0.2 energy_ha=-1166.7627 e_above_lowest_kcal_mol=20.1 e_homo_ha=-0.31586 charge=0
C 1.22121 -0.71450 0.24945 -0.25
C -0.79460 1.13614 0.24562 -0.07
C 0.01963 -1.00880 1.02528 -1.25
N -1.04692 -0.37622 0.62005 -0.69
S -2.66701 -0.81275 0.57440 0.72
I 0.68847 -0.21133 3.16299 0.52
I -0.43601 -3.12689 1.40684 0.75
H 1.95683 -1.44825 0.42846 0.05
H 1.66245 0.17926 0.59474 0.03
H 1.10479 -0.81054 -0.80533 0.09
H -0.19030 1.68075 1.08826 0.07
H -0.14930 1.17770 -0.62260 0.07
H -1.79843 1.49677 0.17113 0.04
H -2.80330 -1.17630 -0.78264 -0.08

---

12
Properties=species:S:1:pos:R:3:lowdin_charge:R:1 method="wB97M-V/def2-TZVPD" e_lumo_ev=-5.5 energy_ha=-470.5908 e_above_lowest_kcal_mol=70.6 smiles=C[C@H]1[NH2+][C@@H]1I e_homo_ha=-0.51496 charge=+1
C -0.29234 1.04587 -0.20925 -0.03
C 0.21798 -0.39807 -0.69669 -0.27
N 0.65148 -1.07256 0.49108 0.03
C -0.63344 -1.45509 -0.10638 -0.32
I -0.11902 -3.67688 -1.04285 0.68
H 0.53716 1.79285 -0.21371 0.09
H -0.60205 1.20231 0.89432 0.12
H -1.01947 1.46567 -0.90647 0.08
H 0.87568 -0.46418 -1.67342 0.21
H 1.37738 -1.76450 0.31531 0.11
H 0.68979 -0.52268 1.41367 0.22
H -1.49617 -1.75071 0.38507 0.07

---

12
Properties=species:S:1:pos:R:3:lowdin_charge:R:1 method="wB97M-V/def2-TZVPD" e_lumo_ev=-4.1 energy_ha=-470.6139 e_above_lowest_kcal_mol=56.1 smiles="C=C[C@H]([NH3+])I" e_homo_ha=-0.51375 charge=+1
C 0.58950 -1.00347 1.60011 0.07
C -0.41434 -0.49400 0.92040 -0.30
C -0.80843 -0.35395 -0.52502 -0.87
N -0.23099 0.92463 -1.15885 0.08
I -2.84253 -0.42553 -0.75144 1.03
H 0.53873 -0.72687 2.63372 0.08
H 1.50117 -1.45580 1.24522 0.08
H -0.99591 0.12766 1.55106 0.08
H -0.38222 -1.25620 -1.40904 0.19
H 0.72769 1.21192 -0.74263 0.20
H -0.31407 0.90114 -2.19619 0.16
H -0.83657 1.81294 -0.81325 0.20

---

13
Properties=species:S:1:pos:R:3:lowdin_charge:R:1 method="wB97M-V/def2-TZVPD" e_lumo_ev=0.3 energy_ha=-525.4633 e_above_lowest_kcal_mol=155.5 e_homo_ha=-0.29265 charge=0
C 2.05098 0.64272 -1.38441 0.07
C 0.78789 -0.11118 0.67132 -0.61
C -0.95141 0.22943 -0.85475 -0.07
N -1.47477 -0.36240 1.41050 0.06
N -0.47254 -0.11445 0.46748 -0.39
I 1.49286 -0.64726 2.57128 0.77
H 2.69529 1.34016 -0.82845 -0.08
H 2.64236 -0.27662 -1.50276 -0.08
H -0.06129 0.50119 -1.44181 0.01
H -1.45398 -0.63254 -1.29731 0.10
H -1.64622 1.06504 -0.79264 0.09
H -2.37954 -0.48721 0.96890 0.09
H -1.22964 -1.14687 2.01266 0.04

---

14
Properties=species:S:1:pos:R:3:lowdin_charge:R:1 method="wB97M-V/def2-TZVPD" e_lumo_ev=-5.8 energy_ha=-580.1064 e_above_lowest_kcal_mol=64.4 e_homo_ha=-0.51734 charge=+1
C 0.51627 0.36325 -0.56688 -0.33
C -0.63741 -1.26435 1.11471 -0.07
C -0.52323 -0.68573 -0.36321 -0.14
N 0.30174 1.52070 -0.07781 0.00
N 0.03346 2.31315 0.88913 -0.40
N 1.57622 0.08716 -1.39276 0.21
I -1.25211 3.80150 0.56871 0.94
H -0.85459 -0.36918 1.87417 0.11
H 0.28565 -1.93389 1.35327 0.11
H -1.47922 -1.91899 1.28123 0.06
H -0.36775 -1.49858 -1.04702 0.11
H -1.51109 -0.15517 -0.47446 0.14
H 1.52217 -0.86046 -1.85196 0.16
H 2.38989 0.60058 -1.30712 0.10